Here is a molecular structure, C25H39Cl6CuN4O9Pd at a distorted geometry from the OMol25 dataset. Energies are from ωB97M-V/def2-TZVPD.

XYZ file:
```
85
Properties=species:S:1:pos:R:3:mulliken_charge:R:1
H -1.489 2.676 -3.412 0.30
C 8.913 -0.768 1.070 -0.47
O -3.003 -1.564 -0.131 -0.55
H -3.310 1.738 4.295 0.36
Cl -2.141 2.061 -6.198 -0.19
C 0.612 -0.314 7.407 -0.80
H 3.627 1.034 -2.907 0.31
Cl 1.627 6.142 3.170 -0.20
O 6.751 -1.919 0.944 -0.52
Cl -2.683 4.646 -4.074 -0.19
C 8.857 1.249 2.609 0.44
Cl -8.986 2.743 -1.883 -0.18
C -1.192 0.732 6.024 -0.11
H 3.621 6.307 0.082 0.30
O 9.504 2.077 3.371 -0.45
H -2.326 -8.531 -8.142 0.24
H -3.200 0.913 -4.354 0.33
H 4.182 5.844 1.737 0.28
N 4.759 0.572 -4.488 0.12
C -1.824 -1.669 0.210 0.80
H -1.635 -0.674 8.870 0.40
O -0.882 -0.865 0.311 -0.70
C 6.748 0.105 2.232 0.58
H 2.077 4.751 1.284 0.28
O -2.887 -7.034 -4.268 -0.63
O 10.810 0.288 1.435 -0.47
Cu 2.321 -2.901 0.770 0.92
H -3.822 0.484 7.842 0.39
C -8.638 1.740 -0.409 -0.38
H -1.435 -9.593 -7.055 0.31
C 9.559 0.252 1.683 0.45
C -4.068 -8.398 -6.332 -0.89
H -4.491 0.724 5.196 0.25
H 4.952 1.741 -6.090 0.32
H -4.570 2.438 7.034 0.36
H 6.372 1.493 -5.035 0.29
H 1.276 6.198 0.762 0.33
H -8.826 0.712 -0.719 0.27
C -1.736 -8.560 -7.226 -0.69
C -2.846 0.394 7.389 -0.36
H 5.856 0.285 -6.280 0.31
C -3.653 1.415 5.278 -0.32
N -0.713 0.139 7.119 0.13
H -4.615 -7.898 -5.532 0.28
H -4.411 -8.119 -7.328 0.31
H 4.116 2.502 -3.793 0.33
H -10.604 1.794 0.437 0.28
H 0.540 -1.252 7.958 0.31
H -4.838 3.251 5.467 0.38
Pd -4.609 -4.927 0.024 0.03
C 5.532 1.007 -5.531 -0.87
H 9.459 -1.471 0.457 0.48
H -4.119 2.101 -5.001 0.30
H 1.313 -0.337 6.572 0.30
H -0.562 1.069 5.213 0.40
H -4.083 -9.451 -6.054 0.35
H -3.337 3.309 6.150 0.33
H -1.094 -7.358 -5.221 0.22
H -0.776 -8.059 -7.098 0.24
H 1.042 0.332 8.172 0.37
C -3.086 1.943 -4.690 -0.45
C 7.468 -0.990 1.349 0.48
Cl 3.558 8.158 1.635 -0.17
C 7.496 1.198 2.837 -0.45
C -2.189 -7.468 -5.170 0.17
H 5.305 1.638 -2.809 0.32
C 2.057 5.831 1.429 -0.41
N -2.572 0.802 6.118 0.18
C -9.586 2.091 0.691 -0.44
C -4.165 2.610 6.036 -1.15
C 4.338 -0.677 -4.449 0.21
H -3.113 2.806 -2.694 0.28
O -1.539 -2.840 0.432 -0.49
N -2.622 -8.124 -6.224 0.08
C 4.436 1.517 -3.455 -0.96
C -1.722 -0.095 7.963 -0.42
O 3.559 -1.098 -3.568 -0.65
O 5.519 0.040 2.314 -0.54
H -9.399 1.539 1.612 0.33
Cl -9.736 3.851 0.939 -0.18
C 3.448 6.400 1.154 -0.41
H -7.595 1.878 -0.124 0.30
C -2.535 2.907 -3.613 -0.38
H 4.709 -1.290 -5.285 0.27
H 6.942 1.779 3.560 0.47
```

Calculated values
Charge: +1
Kohn-Sham gap (alpha / beta), eV: 2.29 / 1.96
2S+1: 4
⟨S²⟩: 3.86



Here is a molecular structure, C25H39IIrN2O5Si at a distorted geometry from the OMol25 dataset. Energies are from ωB97M-V/def2-TZVPD.

XYZ file:
```
74
Properties=species:S:1:pos:R:3:mulliken_charge:R:1
H -1.879 4.115 2.344 0.50
O 0.771 0.276 0.154 0.23
H -2.904 0.314 -5.615 0.42
H -2.846 -1.983 -6.536 0.45
H -2.836 2.628 2.335 0.29
H 3.745 0.609 1.713 0.33
O 1.418 -0.237 2.744 -0.93
H 2.636 -0.632 5.021 0.39
C -1.489 1.191 -3.388 0.40
C -0.826 -2.341 -3.869 0.20
C 2.689 -0.869 2.879 1.79
H -3.296 -1.045 -0.494 0.62
C -1.756 3.578 -3.380 -0.98
H 3.088 -0.726 0.772 -0.21
H -1.888 1.821 4.488 0.31
C 3.578 -0.469 1.710 -1.17
H 3.856 1.076 -3.096 0.27
H -2.065 0.126 -0.014 0.05
C -2.011 2.348 -3.963 -0.51
H 4.876 -0.265 -2.677 0.22
H -2.606 2.299 -4.866 0.37
N -0.863 -1.102 -3.362 0.23
H -3.929 -1.640 1.981 0.52
N 3.958 0.141 -2.732 -0.35
H -1.416 -3.548 0.041 0.23
H 2.046 -2.753 2.021 0.06
C 2.487 -2.377 2.945 -1.46
H 3.357 0.733 4.157 0.39
H 0.649 3.970 2.720 0.54
H -2.163 4.479 -3.819 0.40
H -0.966 3.326 4.636 0.46
Si 0.236 -0.105 1.641 -1.33
H 3.876 -1.839 -0.974 0.62
C -2.098 -3.240 0.838 -1.70
H -3.115 -3.481 0.527 0.37
C 2.876 -0.498 -2.303 0.71
C -0.732 1.265 -2.212 0.31
O -0.592 -1.550 1.526 0.10
O -0.811 0.948 2.307 1.18
H -0.136 1.762 4.728 0.27
H -2.623 -1.856 3.154 0.40
H 4.270 -0.773 4.352 0.43
H 0.183 2.554 -0.780 0.51
H 3.507 -2.510 -2.569 0.60
C -0.739 2.319 2.734 1.73
H 0.788 2.907 1.312 0.05
H -1.861 -3.814 1.733 0.40
C -1.589 -0.144 -3.991 1.07
Ir -0.012 -0.469 -1.558 1.68
C -2.911 -1.342 2.237 -1.67
C -0.960 3.653 -2.242 -0.57
C 3.129 -1.885 -1.763 -1.12
C -2.280 -1.735 -5.648 -0.43
C -1.953 -1.751 1.127 1.74
I 1.435 -2.844 -0.934 0.08
C -0.443 2.501 -1.659 -1.16
H 1.812 -2.621 3.765 0.34
H -1.443 -3.711 -5.382 0.45
H 4.544 -0.976 1.775 0.57
C 3.277 -0.354 4.185 -1.86
H -0.739 4.618 -1.805 0.48
C -2.271 -0.938 -0.136 -1.31
H -0.224 -3.057 -3.329 0.31
C -0.944 2.308 4.242 -1.76
C -2.315 -0.453 -5.136 -1.15
H 3.438 -2.886 3.113 0.51
H -2.881 -0.270 2.415 0.10
H -1.751 -1.517 -0.994 0.19
C 0.613 2.931 2.388 -1.04
C -1.876 3.064 2.051 -1.57
O 1.772 0.056 -2.424 -0.95
H -1.778 3.006 0.969 0.21
C -1.509 -2.699 -5.010 -0.92
H 1.415 2.383 2.882 0.10
```

Calculated values
Charge: +1
Kohn-Sham gap, eV: 8.21
2S+1: 1



Here is a single C25H39N5O5 molecule from the OMol25 dataset. Energies are from ωB97M-V/def2-TZVPD.

XYZ file:
```
74
Properties=species:S:1:pos:R:3:nbo_charge:R:1
H 1.098 2.076 0.133 0.40
H 1.901 1.347 -3.349 0.21
C 0.572 -1.010 -0.688 -0.10
H 5.872 -5.105 1.435 0.20
N 1.386 1.144 -0.117 -0.79
H -5.367 2.588 2.046 0.18
C 4.052 -5.127 0.269 -0.39
O -3.192 -0.138 -1.478 -0.52
H 1.490 2.729 4.387 0.21
H -0.651 -1.175 -3.013 0.23
H -1.488 2.062 -3.873 0.19
H 1.544 1.245 2.444 0.21
O 2.384 -1.307 -3.734 -0.62
H 4.586 -3.065 0.573 0.19
H -2.080 0.464 -3.392 0.22
H 3.625 -1.604 -1.884 0.24
H 2.350 -3.718 -1.407 0.22
C -2.014 1.870 -1.811 -0.13
H -1.496 1.424 2.378 0.26
H 0.115 -0.568 -4.508 0.19
O -0.445 -3.109 -1.157 -0.62
C 0.675 2.790 3.662 -0.39
H -0.938 2.342 5.027 0.20
H 2.107 -3.178 0.252 0.20
C -2.909 1.119 -1.036 0.40
N -1.322 -1.807 0.472 -0.64
C -1.440 -0.690 1.241 0.81
H 0.826 2.705 -2.966 0.19
C 1.485 -1.062 -2.955 0.70
C -1.698 3.152 -1.389 -0.17
C 0.587 1.453 2.927 -0.42
H 3.391 -5.173 1.138 0.19
H 0.733 1.905 -4.552 0.18
H 5.327 -6.721 0.982 0.21
O -2.328 -0.559 2.059 -0.65
H -4.560 3.395 3.411 0.20
O -3.539 3.508 1.696 -0.51
H -4.154 1.077 0.703 0.24
H -0.454 4.037 5.010 0.21
H 3.606 -5.739 -0.517 0.20
H 0.392 0.653 3.644 0.21
N -0.070 0.825 -2.901 -0.46
C 0.133 -0.527 -3.407 -0.32
H -4.037 -1.043 0.198 0.19
C 4.148 -3.683 -0.216 -0.39
C 0.894 1.744 -3.475 -0.42
H 1.874 1.082 -0.999 0.42
H 3.208 -1.027 -0.247 0.19
N 1.640 -1.164 -1.611 -0.46
H -1.960 4.680 0.102 0.22
C 2.895 -1.672 -1.075 -0.21
H 6.083 -5.675 -0.221 0.20
C -3.101 2.932 0.543 0.40
C 0.475 0.144 0.050 0.49
C 2.784 -3.121 -0.603 -0.40
C -4.404 2.773 2.532 -0.26
C -4.233 -0.862 -0.862 -0.26
H -0.491 2.366 1.271 0.20
H -3.960 1.819 2.834 0.19
C -0.614 3.159 4.388 -0.61
H -5.192 -0.344 -0.969 0.18
C -1.447 1.298 -3.085 -0.23
N -0.484 0.287 1.021 -0.44
H 4.814 -3.637 -1.080 0.20
C -2.216 3.685 -0.225 -0.33
H -4.276 -1.813 -1.390 0.21
H 0.927 3.580 2.950 0.19
C 5.417 -5.693 0.640 -0.60
H -1.408 3.387 3.683 0.21
C -0.527 1.459 1.879 -0.24
H -1.034 3.753 -1.992 0.21
C -3.463 1.659 0.120 -0.44
C -0.381 -2.072 -0.531 0.64
H -2.021 -2.526 0.619 0.43
```

Calculated values
SMILES: CCCCCN(C(=O)CN(C)Cc1ccc(OC)cc1OC)c1c(N)n(CCCC)c(=O)[nH]c1=O
Kohn-Sham gap, eV: 8.85
2S+1: 1



Here is 6 unconnected molecules or ions with the total composition C25H39NO12PSSi at a distorted geometry from the OMol25 dataset. Energies are from ωB97M-V/def2-TZVPD.

XYZ file:
```
80
Properties=species:S:1:pos:R:3:mulliken_charge:R:1
C -1.788 -1.209 -3.643 -0.63
C 3.245 -5.146 -1.768 0.58
H -1.465 -1.930 -4.397 0.26
H -8.755 5.797 -0.550 0.27
C 1.363 -4.450 -3.041 0.11
N 0.944 -2.514 2.893 -0.35
H -7.401 3.924 0.295 0.09
O -0.626 0.497 0.540 -0.61
H -1.404 -0.223 -3.889 0.35
C 9.588 1.205 2.186 -0.48
H -3.030 2.316 0.844 0.37
C -0.572 -0.314 1.508 0.58
H 4.548 0.058 2.010 -0.21
Si 0.792 -1.663 1.282 0.13
H 8.626 -0.269 3.485 0.26
H 3.058 2.046 1.432 0.38
H -9.184 5.875 1.175 0.30
H -4.308 -2.175 -1.726 0.29
H 3.232 -0.520 3.037 0.25
O -2.259 -2.250 -1.587 -0.37
H 3.812 -1.722 -1.156 0.34
H 4.798 -1.829 0.282 0.35
O -6.301 7.023 0.476 -0.37
H -5.860 5.454 -0.802 0.23
C -3.302 -1.232 -3.434 -0.24
H 10.513 0.632 2.182 0.32
H 3.486 1.961 3.153 0.37
C 7.257 1.139 2.661 0.52
O -0.149 -1.560 -1.870 -0.52
H 3.398 -2.940 0.040 0.10
H 8.795 -0.030 0.564 0.26
C 3.476 0.050 2.143 0.24
C 8.752 0.999 0.927 -0.41
O -6.786 2.065 -1.083 -0.67
C -1.257 -1.657 -2.292 0.70
C -3.450 -2.322 -2.378 -0.49
H 3.414 -3.776 -3.421 0.29
H -3.515 -3.320 -2.820 0.28
C -6.026 5.619 0.263 -0.28
H 0.435 -2.636 0.241 -0.13
H -3.501 -0.360 0.779 0.16
O -1.261 -0.340 2.548 -0.77
H -5.203 -0.320 -1.028 -0.23
O 6.202 1.239 3.206 -0.53
C 8.602 0.803 3.282 -0.46
S 3.352 -3.639 3.667 -0.43
C -7.632 7.233 0.551 0.45
H 9.028 1.669 0.116 0.30
O 7.402 1.284 1.318 -0.36
H 9.845 2.260 2.290 0.26
C -4.194 0.477 0.746 -0.17
C -5.757 1.684 -0.589 0.45
C 2.871 -4.681 -3.165 -0.57
C -5.425 0.273 -0.140 -0.04
C -8.365 5.906 0.463 -0.46
C 2.949 1.470 2.345 -1.45
H -3.630 -0.275 -3.026 0.03
C 1.975 -3.012 3.200 0.49
H 8.740 1.354 4.207 0.31
O -8.107 8.329 0.645 -0.59
C 0.982 -5.448 -1.954 -0.53
O 4.339 -5.199 -1.294 -0.59
H 1.176 -3.435 -2.685 -0.19
H 1.890 1.450 2.588 0.45
C 3.786 -1.938 -0.092 -0.93
P 2.658 -0.637 0.628 0.13
C -3.577 1.715 0.126 -0.31
H -5.125 5.347 0.804 0.28
H -2.910 1.474 -0.701 0.16
H -6.268 -0.163 0.389 0.35
H 0.809 -4.593 -3.968 0.42
H -4.509 0.688 1.769 0.24
O 2.134 -5.532 -1.101 -0.35
H 0.777 -6.444 -2.355 0.29
H 3.117 -5.476 -3.871 0.29
H -7.192 4.741 1.845 0.24
H -3.878 -1.429 -4.336 0.43
O -4.703 2.489 -0.389 -0.37
C -7.262 4.893 0.766 -0.18
H 0.132 -5.123 -1.358 0.32
```

Calculated values
Charge: -1
Kohn-Sham gap, eV: 6.57
2S+1: 1



Here is 2 unconnected molecules or ions with the total composition C25H40BF5IN2O4S3 from the OMol25 dataset. Energies are from ωB97M-V/def2-TZVPD.

XYZ file:
```
81
Properties=species:S:1:pos:R:3:mulliken_charge:R:1
H 5.197 1.624 2.310 0.56
C 9.070 2.997 -1.179 -0.19
H 4.711 -0.017 3.915 0.38
H -7.780 2.165 -0.676 0.64
H -1.873 0.287 -2.331 0.55
H -4.086 -0.015 -1.719 0.46
H -4.878 2.479 -1.522 0.26
H -1.094 -0.260 0.573 0.26
H -3.204 -1.327 -0.923 0.30
F -5.399 -4.903 2.982 -0.31
O -3.458 -0.922 1.329 -0.80
H 6.960 1.464 -3.321 0.39
H 4.363 -2.137 -3.476 0.34
C -5.536 -0.141 0.586 1.37
F -6.697 -3.222 2.903 -0.27
C -0.856 -0.103 -0.484 0.09
H 5.079 -1.090 2.555 0.28
H 3.402 -0.719 2.939 0.27
C 2.039 -0.745 -0.192 -0.08
S -3.558 1.722 1.149 -0.32
H 4.875 -4.402 -2.895 0.38
H 3.821 -3.827 -1.601 0.26
N 6.576 1.769 -1.328 -0.23
H 4.793 0.566 0.967 -0.40
C 4.802 -3.686 -2.070 -1.15
C 7.032 2.269 -0.182 0.24
H -2.420 1.281 1.690 0.13
H -0.012 1.853 -0.235 0.58
C 4.437 -1.223 -1.512 0.29
O -8.161 -1.458 -1.235 -0.48
N 1.465 0.474 0.264 0.25
O -5.708 -0.727 1.875 -0.84
C -6.722 2.138 -0.422 -0.37
C -5.521 -3.667 2.498 0.64
C 8.607 2.480 -2.379 -0.55
O -7.309 -1.665 -0.074 -0.19
H 0.632 0.970 -1.636 0.20
H 4.451 -1.685 -0.522 0.21
H -0.576 -1.075 -0.909 0.25
C 3.096 1.640 1.768 -1.00
H 2.366 1.270 2.496 0.41
S 2.728 -0.733 -1.866 -0.19
B -4.420 -1.149 2.447 0.96
H -6.346 2.742 -2.456 0.50
C 2.481 1.542 0.365 -0.77
H -4.104 -0.503 3.454 -0.33
H 8.584 3.279 0.902 0.37
H -7.466 0.587 0.838 0.36
C -3.383 -0.246 -0.924 -0.82
C -5.890 2.102 -1.692 -1.18
H 5.986 -2.018 -2.799 0.33
C 8.266 2.890 -0.055 -0.73
H 10.039 3.474 -1.121 0.38
F -4.373 -2.845 4.304 -0.36
H -5.311 -2.043 -0.384 0.52
C -6.002 -1.200 -0.429 -1.47
C 4.943 -2.242 -2.551 -0.50
C 7.357 1.879 -2.400 -0.19
H 5.565 -3.936 -1.326 0.31
H -2.150 1.527 -1.119 0.32
C -4.375 -2.742 2.924 0.71
H 2.004 2.486 0.091 0.53
H 3.288 1.389 -0.367 0.46
C -3.984 0.037 0.478 1.32
H -6.085 -0.825 -1.448 0.55
C 4.410 -0.296 2.902 -1.41
S 2.075 -2.078 0.712 -0.14
H -8.988 -1.259 -0.776 0.32
H 6.375 2.164 0.675 0.10
F -5.565 -3.794 1.173 -0.26
C 4.444 0.913 1.950 0.38
H 5.071 -0.336 -1.503 -0.31
H -6.261 1.552 1.639 0.63
I -6.484 4.147 0.404 -0.03
C -6.495 1.072 0.690 -2.10
H -5.847 1.096 -2.098 0.20
F -3.231 -3.390 2.506 -0.35
H 3.234 2.708 1.981 0.37
H 9.199 2.540 -3.282 0.36
C 0.318 0.868 -0.583 -1.15
C -2.059 0.445 -1.258 -1.49
```

Calculated values
Charge: -1
Kohn-Sham gap, eV: 6.89
2S+1: 1



Here is a molecular structure, C25H40Be2BrCl2F3N3NaO4 at a distorted geometry from the OMol25 dataset. Energies are from ωB97M-V/def2-TZVPD.

XYZ file:
```
81
Properties=species:S:1:pos:R:3:mulliken_charge:R:1
H -2.382 4.111 -0.149 0.50
H 0.776 -0.183 -0.310 -0.13
H 4.095 1.559 -2.445 0.46
H 1.392 -2.525 2.100 0.54
H -0.084 -0.577 1.901 0.29
C 1.004 -2.016 -1.571 -0.36
C 3.681 3.196 2.097 0.46
H 3.281 -0.393 3.314 0.29
H 4.697 0.982 -0.437 0.27
C -4.572 -3.871 -1.433 -0.43
C 4.566 1.984 1.545 0.46
H -4.701 -1.079 0.383 0.23
O -0.556 1.916 0.122 -0.11
F -6.670 -0.919 1.352 -0.60
H 0.763 -0.404 3.550 0.29
H -2.814 -4.967 -2.018 0.42
F 0.012 4.659 2.293 -0.76
C -3.529 -3.931 -3.756 -1.41
H 2.975 -2.174 3.928 0.30
C -3.286 -4.008 -2.253 0.30
C -3.634 0.951 -0.205 -0.21
H -0.390 -2.265 0.607 0.02
C 2.056 1.370 -1.457 1.45
H -0.749 3.152 -2.982 0.37
Cl 1.903 3.379 1.706 0.25
O 4.236 4.098 2.832 -0.76
H 1.312 0.692 2.117 -0.35
H 1.873 1.673 -0.365 -0.61
C 0.937 -0.351 2.377 -0.43
C -4.255 -0.107 0.767 -0.22
C -3.618 1.577 2.855 -1.09
H 1.212 1.721 -3.548 0.10
Br 1.350 1.074 4.238 -0.26
H -2.526 3.620 2.209 0.30
H -4.348 -3.946 -0.366 0.30
C 1.942 -1.536 1.943 0.64
C 3.356 2.248 -1.917 -1.28
H -1.243 -3.516 -0.081 0.31
H 0.186 0.612 -2.444 -0.08
H 0.173 -4.080 -1.588 0.39
O 3.894 2.919 -0.742 -0.39
F -3.524 3.203 5.800 -0.82
C -5.213 -2.540 -1.707 0.25
C -4.208 0.239 2.308 -0.43
N -5.717 -1.492 -1.922 -0.48
H -2.590 -4.062 -4.300 0.38
C 0.795 1.590 -2.423 0.00
C -1.013 2.655 -0.807 0.17
H 1.709 -2.153 -2.471 -0.13
C 4.839 2.064 -0.054 -0.42
H 5.891 2.463 -0.288 0.33
H 2.954 3.034 -2.640 0.40
H 5.590 2.050 2.075 0.46
H -3.636 0.722 -1.335 0.42
H 3.031 -2.385 0.190 0.30
H -4.621 -0.519 3.071 0.42
Be 2.418 -1.374 -5.291 0.34
H 4.142 0.957 1.806 -0.45
H -3.940 -2.961 -4.049 0.37
H 0.003 -1.635 -1.999 0.09
H 0.632 3.767 -1.864 0.28
H 1.636 -3.962 -0.490 0.26
H 4.173 -1.760 2.491 0.28
C 1.634 -0.854 -0.656 0.80
H -4.223 -4.711 -4.082 0.33
N -2.404 3.201 -0.658 -0.48
H -2.579 -3.221 -1.967 -0.29
C -0.075 2.891 -2.078 -0.48
H 3.514 -0.649 0.618 0.03
Cl 2.313 1.098 -4.472 -0.43
C 3.176 -1.508 3.024 -1.16
Be 4.080 5.964 2.541 0.45
H -3.596 1.825 3.993 0.98
C -3.007 2.634 1.903 -0.53
C 2.621 -1.350 0.502 -0.72
N -0.316 -3.255 0.313 -0.48
Na -1.846 1.075 4.374 0.80
O 2.454 -0.026 -1.566 -0.47
C 0.681 -3.389 -0.807 -0.61
H -5.277 -4.667 -1.688 0.36
C -3.010 2.277 0.354 0.41
```

Calculated values
Kohn-Sham gap, eV: 1.63
2S+1: 1